The following is a quantum chemistry calculation of a molecular structure, C5H7BrNS at a distorted geometry, from OMol25.

Values from the calculation:
ΔE to the lowest compared entry with this formula, charge and spin: 93.79 kJ/mol
E_HOMO: -13.7 eV
E_LUMO: -4.120 eV
Net charge: +1
Gap between HOMO and LUMO: 9.544 eV
Total energy: -3221.3577 hartree

Each line ends with the natural charge from an NBO analysis.
Element x y z (Å)
C -1.3322 -2.9546 0.5275  -0.41
C -1.2885 -0.7786 1.6096  -0.07
C -0.9084 -1.9733 -0.3083  0.00
C 1.1466 0.6538 -0.2553  -0.71
C -0.2905 0.8099 -0.5313  0.01
N -0.9239 -0.7781 0.3559  -0.36
S -1.7463 -2.4366 2.1220  0.55
Br -0.4288 -2.1492 -2.0777  0.21
H -1.1851 -4.0303 0.2576  0.29
H -1.2949 -0.0297 2.3788  0.27
H 1.5015 0.7151 0.8017  0.25
H 1.7841 1.4404 -0.5411  0.28
H 1.4227 -0.3320 -0.5690  0.24
H -0.6075 0.7873 -1.5369  0.23
H -0.9107 1.4405 0.0339  0.21

---

The following is a quantum chemistry calculation of a molecular structure, C5H7BrO at a distorted geometry, from OMol25.

Values from the calculation:
ΔE to the lowest compared entry with this formula, charge and spin: 270.61 kJ/mol
E_HOMO: -8.9 eV
E_LUMO: 0.713 eV
Net charge: 0
Gap between HOMO and LUMO: 9.616 eV
Total energy: -2843.8357 hartree

Each line ends with the natural charge from an NBO analysis.
Element x y z (Å)
C 0.3012 2.2957 0.5237  -0.32
C 1.4536 -2.2561 -0.4396  -0.49
C -0.4015 1.2405 0.2038  -0.27
C 1.2524 -1.0501 0.1074  -0.19
C 0.1115 0.3295 -0.8238  0.17
O -0.7922 -0.4393 -1.5746  -0.72
Br 1.9963 -0.5583 1.7110  0.07
H 0.0009 2.8672 1.3514  0.20
H 1.0529 2.7598 -0.1174  0.20
H 1.9312 -3.1859 -0.1408  0.22
H 1.0744 -2.4601 -1.4718  0.21
H -1.1421 0.9520 0.8067  0.20
H 0.9896 0.5648 -1.4392  0.22
H -1.6823 -0.6429 -1.2509  0.49

---

The following is a quantum chemistry calculation of a single C5H7BrO molecule at a distorted geometry, from OMol25.

Values from the calculation:
ΔE to the lowest compared entry with this formula, charge and spin: 163.88 kJ/mol
Structure (SMILES): C#CCC[C@H](O)Br
E_HOMO: -10.0 eV
E_LUMO: 0.658 eV
Net charge: 0
Gap between HOMO and LUMO: 10.699 eV
Total energy: -2843.8764 hartree

Each line ends with the natural charge from an NBO analysis.
Element x y z (Å)
C 2.5308 1.4085 0.4689  -0.25
C 1.5477 0.8274 0.7900  -0.03
C 0.3888 0.0103 1.1945  -0.50
C -0.8896 0.1276 0.3440  -0.42
C -0.7465 -0.6735 -0.9728  0.12
O -1.8472 -0.3425 -1.7071  -0.71
Br -0.8178 -2.6235 -0.5176  -0.09
H 3.5166 1.8712 0.1439  0.25
H 0.7940 -1.0242 1.1347  0.25
H 0.0813 0.2685 2.2712  0.24
H -1.8630 -0.4199 0.7481  0.23
H -1.2134 1.0769 0.1732  0.22
H 0.1524 -0.5871 -1.5159  0.19
H -1.6341 0.0802 -2.5551  0.49

---

The following is a quantum chemistry calculation of a molecular structure, C5H7BrS at a distorted geometry, from OMol25.

Values from the calculation:
ΔE to the lowest compared entry with this formula, charge and spin: 327.03 kJ/mol
E_HOMO (alpha / beta): -8.5 / -6.9 eV
E_LUMO (alpha / beta): 0.674 / -0.373 eV
Net charge: 0
Gap between HOMO and LUMO (alpha / beta): 9.138 / 6.525 eV
Total energy: -3166.7521 hartree

Each line ends with the natural charge from an NBO analysis.
Element x y z (Å)
C -1.1333 -0.4661 -0.5559  -0.46
C 0.7663 0.8689 0.8996  -0.51
C 0.3208 0.0316 -0.3363  -0.34
C -1.3384 0.2601 -1.8297  -0.36
C 1.8595 1.7723 0.5094  -0.19
S 0.2600 0.9691 -1.8424  0.29
Br 2.4726 2.6140 2.0713  0.04
H -1.2694 -1.4679 -0.6983  0.22
H -1.9999 -0.0767 0.1044  0.21
H -0.0860 1.4804 1.2452  0.22
H 1.0955 0.3687 1.7422  0.23
H 1.0704 -0.8185 -0.3864  0.22
H -2.2154 0.4941 -2.4331  0.21
H 1.7782 2.4357 -0.3435  0.20

---

The following is a quantum chemistry calculation of a molecular structure, C5H7Cl2N3O2S at a distorted geometry, from OMol25.

Values from the calculation:
ΔE to the lowest compared entry with this formula, charge and spin: 232.61 kJ/mol
E_HOMO (alpha / beta): -9.0 / -7.8 eV
E_LUMO (alpha / beta): -0.370 / -1.914 eV
Net charge: 0
Gap between HOMO and LUMO (alpha / beta): 8.642 / 5.869 eV
Total energy: -1827.9357 hartree

Each line ends with the natural charge from an NBO analysis.
Element x y z (Å)
C 0.7425 -1.6078 0.9713  0.67
C 1.2192 1.2884 -0.3378  0.56
C -1.6938 -1.1201 0.6129  -0.61
C -0.2365 -0.7465 0.1373  -0.21
C 0.0985 0.6299 0.2682  0.01
N -2.9877 -0.2311 -1.5109  -0.92
N 2.0397 -1.6097 0.5433  -0.82
N 1.0931 2.6279 -0.3688  -0.81
O 0.3403 -2.1842 1.9444  -0.59
O 2.0995 0.6812 -0.9056  -0.58
S -3.0039 -0.0330 0.0233  0.72
Cl -0.0260 -1.3282 -1.5485  0.00
Cl -1.1515 1.5587 1.1114  0.05
H -1.7143 -2.2375 0.3616  0.27
H -1.5598 -1.0744 1.6277  0.26
H -3.2874 0.6013 -2.0019  0.36
H 2.0073 -1.1430 -0.3531  0.42
H 2.6289 -2.3761 0.7176  0.41
H 0.4758 3.2062 0.1921  0.40
H 1.4469 3.2387 -1.0265  0.40

---

The following is a quantum chemistry calculation of 3 unconnected molecules or ions with the total composition C5H7Cl4FO3 at a distorted geometry, from OMol25.

Values from the calculation:
ΔE to the lowest compared entry with this formula, charge and spin: 64.24 kJ/mol
Structure (SMILES): O=C1OC[C@@H](F)O1.ClCCl.ClCCl
E_HOMO: -10.4 eV
E_LUMO: 0.434 eV
Net charge: 0
Gap between HOMO and LUMO: 10.874 eV
Total energy: -2361.0632 hartree

Each line ends with the natural charge from an NBO analysis.
Element x y z (Å)
O -1.3488 -1.3008 0.4722  -0.60
C -0.8590 -0.2741 0.9154  0.97
O -1.5177 0.4626 1.6940  -0.46
C -0.8026 1.6243 2.1275  -0.14
C 0.5003 1.4458 1.3806  0.44
F 1.5030 1.3463 2.2040  -0.32
O 0.3525 0.2247 0.6881  -0.49
H -1.4136 2.4608 1.7883  0.21
H -0.5252 1.7067 3.1784  0.22
H 0.7849 2.2584 0.7121  0.17
Cl -2.6117 1.3391 -1.9154  -0.02
C -1.1490 0.6049 -2.5653  -0.39
Cl 0.2893 1.5920 -2.1464  -0.05
H -1.1134 -0.4178 -2.1899  0.24
H -1.2202 0.6199 -3.6529  0.23
Cl 3.0565 -3.5773 -1.3682  -0.04
C 1.8407 -2.5638 -0.5172  -0.37
Cl 0.6855 -3.6411 0.3545  -0.03
H 2.2479 -1.8259 0.1739  0.23
H 1.3006 -2.0846 -1.3337  0.22

---

The following is a quantum chemistry calculation of a single C5H7ClN2 molecule at a distorted geometry, from OMol25.

Values from the calculation:
ΔE to the lowest compared entry with this formula, charge and spin: 249.23 kJ/mol
Structure (SMILES): CC1(C)N=NC=C1Cl
E_HOMO: -9.4 eV
E_LUMO: -0.018 eV
Net charge: 0
Gap between HOMO and LUMO: 9.425 eV
Total energy: -764.3376 hartree

Each line ends with the natural charge from an NBO analysis.
Element x y z (Å)
C 0.7663 0.6435 1.2051  -0.59
C 0.2808 -0.1332 -0.1052  -0.01
C 0.9600 0.5743 -1.2752  -0.62
N 0.5251 -1.5539 0.0130  -0.13
N -0.5307 -2.2151 0.0717  -0.14
C -1.6823 -1.4387 0.0434  -0.15
C -1.3293 -0.1265 -0.0175  0.00
Cl -2.3302 1.2898 -0.0093  0.04
H 1.8568 0.6275 1.5119  0.24
H 0.1719 0.1653 2.1275  0.22
H 0.3568 1.6069 1.1391  0.21
H 2.0731 0.5657 -1.1233  0.24
H 0.8772 1.6487 -1.1932  0.23
H 0.6680 0.1864 -2.3643  0.23
H -2.6634 -1.8406 -0.0238  0.23

---

The following is a quantum chemistry calculation of a single C5H7ClN2 molecule at a distorted geometry, from OMol25.

Values from the calculation:
ΔE to the lowest compared entry with this formula, charge and spin: 108.94 kJ/mol
Structure (SMILES): C=C(Cl)[C@@H]1CN=CN1
E_HOMO: -9.0 eV
E_LUMO: 0.831 eV
Net charge: 0
Gap between HOMO and LUMO: 9.851 eV
Total energy: -764.3910 hartree

Each line ends with the natural charge from an NBO analysis.
Element x y z (Å)
C 1.2281 1.4490 -0.6645  -0.43
C 1.3404 0.3077 0.0197  0.00
Cl 2.8705 -0.5672 0.0893  -0.02
C 0.2409 -0.4930 0.6607  -0.14
C -0.3904 -1.4432 -0.3816  -0.25
N -1.6410 -0.7463 -0.8245  -0.47
C -1.8264 0.1799 0.0350  0.25
N -0.9260 0.3374 1.0424  -0.62
H 2.1155 1.9127 -1.0124  0.22
H 0.2612 1.9311 -0.9072  0.22
H 0.6594 -1.0438 1.5263  0.22
H -0.6970 -2.3563 0.1067  0.21
H 0.3249 -1.5090 -1.2580  0.22
H -2.7285 0.8169 0.0576  0.19
H -0.8317 1.2239 1.5106  0.40